A molecular structure, C24H17IrN4O6S5 at a distorted geometry. Source: OMol25; level of theory: the ωB97M-V functional and the def2-TZVPD basis.

```
! wB97M-V def2-TZVPD RIJCOSX def2/J DEFGRID3
* xyz 1 2
Ir -1.049 -0.512 1.475
O -4.169 1.562 -0.841
C -3.354 0.768 -0.182
O -2.856 1.042 0.893
C -3.069 -0.526 -0.830
C -3.549 -0.946 -2.047
C -3.135 -2.193 -2.523
C -2.274 -2.962 -1.764
C -1.862 -2.468 -0.534
N -2.250 -1.288 -0.097
C -0.932 -3.177 0.396
O -0.567 -4.293 0.154
O -0.612 -2.462 1.466
H -4.328 2.371 -0.327
H -4.226 -0.318 -2.609
H -3.482 -2.551 -3.484
H -1.897 -3.923 -2.087
O 4.307 -0.210 0.250
C 3.736 -0.537 -0.916
C 4.590 -0.785 -1.993
C 4.083 -1.102 -3.231
C 2.701 -1.182 -3.444
C 1.851 -0.947 -2.394
C 2.344 -0.615 -1.118
C 1.373 -0.364 -0.057
O 0.121 -0.378 -0.324
N 1.819 -0.041 1.146
N 0.831 0.020 2.050
C 1.033 0.410 3.251
C -0.097 0.269 4.136
C -0.050 0.468 5.502
C -1.192 0.243 6.253
C -2.354 -0.172 5.618
C -2.334 -0.347 4.251
N -1.226 -0.125 3.523
H 3.607 -0.116 0.926
H 5.656 -0.737 -1.812
H 4.765 -1.300 -4.049
H 2.311 -1.444 -4.419
H 0.778 -1.018 -2.514
H 1.998 0.773 3.577
H 0.875 0.781 5.965
H -1.174 0.384 7.326
H -3.262 -0.364 6.171
H -3.207 -0.674 3.706
C -1.392 2.120 -3.170
S 0.328 2.186 -3.681
C 1.288 2.594 -2.312
C 0.991 2.776 -0.946
S -0.463 2.659 -0.131
S 2.401 3.173 0.024
C 3.615 3.098 -1.202
S 5.193 3.313 -0.946
S 2.948 2.766 -2.777
H -1.932 1.897 -4.091
H -1.713 3.075 -2.766
H -1.536 1.330 -2.441
*
```

Molar mass ... 809.97 g mol⁻¹
Orbital gap (alpha / beta) ... 5.88 / 6.13 eV
LUMO level (alpha / beta) ... -0.1529 / -0.1713 Eh
Expectation value of S² ... 0.774
Energy relative to the best compared isomer or geometry (same formula, charge and spin) ... 1.515 eV
Energy ... -3690.3002 hartree
HOMO energy (alpha / beta) ... -10.045 / -10.791 eV

---

A molecular structure, C24H17IrN4O6S5. Source: OMol25; level of theory: the ωB97M-V functional and the def2-TZVPD basis.

```
! wB97M-V def2-TZVPD RIJCOSX def2/J DEFGRID3
* xyz 1 2
Ir -0.327 1.592 0.435
O 2.569 3.311 2.858
C 1.554 2.756 2.253
O 1.434 2.741 1.021
C 0.529 2.134 3.144
C 0.516 2.003 4.519
C -0.560 1.315 5.086
C -1.565 0.775 4.291
C -1.480 0.943 2.916
N -0.461 1.620 2.415
C -2.447 0.405 1.856
O -3.460 -0.137 2.199
O -2.069 0.607 0.600
H 3.202 3.659 2.206
H 1.314 2.408 5.124
H -0.600 1.190 6.159
H -2.398 0.223 4.705
O 2.568 -1.854 1.152
C 2.670 -2.168 -0.153
C 3.527 -3.221 -0.474
C 3.710 -3.594 -1.786
C 3.043 -2.929 -2.819
C 2.198 -1.890 -2.513
C 1.989 -1.487 -1.182
C 1.102 -0.361 -0.910
O 0.903 -0.029 0.347
N 0.550 0.279 -1.935
N -0.197 1.318 -1.503
C -0.869 2.110 -2.259
C -1.612 3.155 -1.551
C -2.405 4.087 -2.196
C -3.083 5.037 -1.449
C -2.955 5.036 -0.071
C -2.150 4.079 0.520
N -1.490 3.168 -0.193
H 1.897 -1.156 1.240
H 4.028 -3.733 0.337
H 4.372 -4.419 -2.015
H 3.188 -3.229 -3.848
H 1.677 -1.359 -3.297
H -0.885 2.001 -3.336
H -2.491 4.057 -3.274
H -3.708 5.770 -1.941
H -3.471 5.756 0.547
H -2.027 4.028 1.594
C -1.595 -2.414 -3.329
S -0.909 -4.077 -3.256
C -0.308 -4.356 -1.664
C -0.585 -3.743 -0.432
S -1.624 -2.485 -0.102
S 0.255 -4.486 0.926
C 1.132 -5.704 0.073
S 2.183 -6.748 0.740
S 0.786 -5.698 -1.634
H -1.676 -2.232 -4.401
H -0.918 -1.692 -2.877
H -2.573 -2.361 -2.862
*
```

Molar mass ... 809.97 g mol⁻¹
Orbital gap (alpha / beta) ... 5.20 / 6.01 eV
LUMO level (alpha / beta) ... -0.1576 / -0.1576 Eh
Expectation value of S² ... 0.776
Energy relative to the best compared isomer or geometry (same formula, charge and spin) ... 0.000 eV
Energy ... -3690.3559 hartree
HOMO energy (alpha / beta) ... -9.484 / -10.301 eV

---

A molecular structure, C24H18BCl6F4FeN5O4S. Source: OMol25; level of theory: the ωB97M-V functional and the def2-TZVPD basis.

```
! wB97M-V def2-TZVPD RIJCOSX def2/J DEFGRID3
* xyz -2 5
Fe -0.231 -0.383 -0.230
Cl 1.099 3.866 2.236
C 2.170 2.796 1.371
C 3.536 3.110 1.320
C 4.420 2.315 0.654
Cl 6.119 2.747 0.620
C 3.975 1.148 -0.017
C 4.784 0.255 -0.750
C 4.215 -0.833 -1.349
C 2.828 -1.048 -1.230
N 2.059 -0.229 -0.558
C 2.601 0.848 0.045
C 1.638 1.666 0.758
O 0.412 1.316 0.770
H 3.884 4.002 1.824
H 5.846 0.444 -0.831
H 4.813 -1.530 -1.920
H 2.334 -1.904 -1.669
Cl -1.254 -7.213 -0.012
C -1.473 -5.493 0.125
C -2.670 -4.980 0.580
Cl -3.979 -6.027 1.030
C -2.822 -3.584 0.683
Cl -4.277 -2.866 1.305
C -1.809 -2.710 0.320
O -1.879 -1.417 0.450
C -0.558 -3.241 -0.148
O 0.364 -2.379 -0.409
C -0.423 -4.625 -0.227
Cl 1.113 -5.250 -0.752
C -2.390 0.694 3.473
N -2.005 -0.693 3.320
C -0.781 -1.141 3.682
S 0.268 -0.293 4.691
N -0.476 -2.363 3.193
C 0.868 -2.905 3.200
H -3.468 0.768 3.332
H -1.885 1.334 2.743
H -2.126 1.038 4.470
H -2.421 -1.170 2.527
H -1.064 -2.704 2.444
H 1.538 -2.323 2.563
H 0.818 -3.922 2.814
H 1.266 -2.912 4.213
N -5.985 1.834 -3.057
C -5.332 0.914 -2.246
O -5.660 -0.251 -2.220
C -4.233 1.487 -1.421
C -4.255 2.799 -0.973
C -3.179 3.274 -0.251
C -2.099 2.428 -0.036
N -2.066 1.169 -0.471
C -3.125 0.700 -1.128
H -6.558 1.387 -3.758
H -5.421 2.599 -3.398
H -5.115 3.430 -1.170
H -3.154 4.285 0.134
H -1.219 2.753 0.497
H -3.081 -0.324 -1.466
F 0.305 1.573 -4.169
B -0.608 0.637 -3.679
F -1.862 1.237 -3.487
F -0.721 -0.458 -4.532
F -0.116 0.164 -2.405
*
```

Molar mass ... 827.87 g mol⁻¹
Orbital gap (alpha / beta) ... 6.30 / 6.38 eV
LUMO level (alpha / beta) ... 0.1467 / 0.1467 Eh
Expectation value of S² ... 6.009
Energy relative to the best compared isomer or geometry (same formula, charge and spin) ... 0.088 eV
Energy ... -6348.0189 hartree
HOMO energy (alpha / beta) ... -2.310 / -2.387 eV